Entry 1:
Density functional theory data (ωB97M-V/def2-TZVPD) for a 9-piece molecular cluster, C27H72O27S9 overall at a distorted geometry.

calculated total energy = -181960.7335 eV
2S+1 = 1
HOMO energy = -10.5 eV
energy relative to the best compared isomer or geometry (same formula, charge and spin) = 52.1 kcal/mol
SMILES string = CCOS(C)(=O)=O.CCOS(C)(=O)=O.CCOS(C)(=O)=O.CCOS(C)(=O)=O.CCOS(C)(=O)=O.CCOS(C)(=O)=O.CCOS(C)(=O)=O.CCOS(C)(=O)=O.CCOS(C)(=O)=O

XYZ file:
```
135
Properties=species:S:1:pos:R:3:forces:R:3
O -4.9042 -3.5291 -19.3045 0.15 -1.04 -1.79
C -7.9407 -9.8561 -17.6360 0.41 0.44 -0.32
H -12.5417 -12.4145 -24.1087 -0.38 -0.02 0.66
H -4.1728 -8.4883 -20.8544 0.14 0.67 -1.06
H -7.1568 -9.7826 -18.4665 -1.14 0.37 1.29
C -9.2290 -10.0536 -27.8068 -0.28 0.05 -0.61
H -5.5995 -8.7578 -28.0573 -0.32 0.15 0.26
C -1.8934 -11.4435 -21.1979 -0.29 -1.61 1.89
H -9.4487 -7.6900 -22.8881 1.28 0.95 -0.92
C -4.3606 -8.5541 -18.7161 -0.33 0.19 -1.59
H -1.4812 -10.4849 -21.2105 0.44 1.57 -0.42
O -5.9874 -7.9846 -22.9603 -0.59 0.53 0.07
H -6.5092 -10.5302 -26.4005 -0.14 0.74 -0.16
O -10.4248 -7.0869 -20.4215 -0.22 0.30 -1.06
O -8.6017 -4.5573 -25.9710 0.32 1.22 0.65
H -5.4296 -6.7469 -26.5237 -0.05 -0.68 -0.16
H -3.5734 -8.3023 -23.6522 -0.37 0.04 0.06
S -12.7892 -8.9757 -23.8161 -4.84 2.70 -2.26
H -11.9441 -6.8486 -24.3982 1.03 0.38 0.76
H -5.0914 -15.0196 -23.9029 -0.36 0.17 -0.47
H -2.6497 -8.8866 -19.9084 0.65 0.17 -0.59
S -7.2597 -8.4492 -23.4540 1.06 -0.31 -1.97
C -7.1043 -9.9286 -21.2720 0.05 -0.04 1.42
H -15.0196 -10.6123 -24.1085 -0.32 0.02 -0.11
H -4.6237 -2.7847 -21.9252 0.40 -0.26 -0.02
H -1.9215 -7.7102 -23.4939 1.21 0.49 1.42
H -13.5607 -11.8490 -22.5917 0.98 0.00 -0.85
O -11.6945 -9.4126 -23.0852 2.80 -0.76 2.43
H -3.9454 -9.0447 -28.1230 1.07 -0.32 0.75
O -9.4345 -8.7682 -19.0794 -1.30 0.53 0.40
H -3.9974 -7.5497 -18.5262 -0.01 0.16 0.15
O -7.8181 -9.4628 -22.4142 -1.12 -0.53 -0.76
O -10.6464 -5.7005 -26.5355 -0.98 0.47 0.33
H -9.5472 -3.7897 -28.3695 -0.57 0.68 -0.02
H -3.0798 -3.7091 -21.8450 0.23 -0.19 0.26
H -7.2933 -2.3000 -25.8735 -0.08 0.33 -0.67
H -7.5660 -9.4028 -20.4153 0.25 -0.37 -0.45
H -8.7236 -10.9546 -28.0783 -0.08 -0.76 -0.75
H -7.6065 -3.9190 -19.5963 0.02 0.04 0.42
C -8.5780 -7.2256 -23.4807 -0.57 -0.41 0.85
O -5.8374 -12.2570 -24.2080 -0.73 -0.69 0.21
O -11.8013 -12.2397 -26.2454 -1.70 -0.17 0.21
C -14.1427 -11.0701 -24.5429 0.33 -2.02 0.60
O -4.0478 -10.9151 -25.0244 -1.55 -1.33 -1.17
H -2.4402 -11.7774 -22.0251 -0.85 0.14 -1.53
C -7.1377 -11.4434 -21.1391 0.14 -0.27 -0.93
H -4.5621 -7.5324 -28.7216 0.05 -0.45 0.49
H -6.8027 -4.6634 -27.0247 0.11 0.09 1.06
C -13.5151 -12.1549 -23.6723 -0.38 1.28 1.65
H -10.2004 -8.2869 -28.6725 0.37 -0.41 -0.16
C -6.7212 -13.4773 -24.1298 1.43 0.44 0.92
O -4.3942 -13.2362 -25.9105 0.08 0.15 -0.16
O -8.5142 -6.7555 -26.8275 1.55 -2.09 -0.71
H -8.4887 -9.6060 -27.1597 -0.36 0.91 0.48
O -4.0870 -5.7282 -24.4280 -0.15 0.93 0.13
H -7.4494 -9.7134 -16.6637 0.05 -0.55 -0.29
H -11.5419 -9.5656 -20.4679 0.54 -1.21 -1.70
H -6.3898 -5.6219 -18.0677 -0.02 0.18 -0.94
H -8.8535 -11.0485 -24.5496 -0.08 -0.22 -0.69
O -6.2446 -4.8297 -20.8261 -2.05 -0.58 -1.66
C -2.7012 -7.9141 -24.1512 -0.82 -0.61 -1.42
C -6.1416 -11.4889 -26.6942 0.12 -1.02 1.10
H -6.3765 -11.8376 -21.8477 -0.78 -0.08 0.35
C -4.6547 -7.5276 -26.5838 -0.40 -0.47 0.05
S -4.9482 -11.9888 -25.4676 1.23 0.66 0.94
H -11.6534 -7.9652 -25.7594 1.24 -0.74 -0.51
H -8.6349 -7.8164 -17.4189 0.32 0.22 -0.25
C -5.9761 -14.6321 -23.3937 -0.36 0.91 0.18
H -4.5154 -4.3460 -22.7184 0.18 -0.43 -0.31
H -10.2566 -9.6928 -29.7948 0.40 0.11 1.02
C -9.0324 -8.7812 -17.7078 1.83 -0.59 -0.04
H -12.8600 -8.5317 -19.9026 0.15 -0.33 0.24
O -4.0899 -5.7059 -20.1236 -0.18 -0.02 -0.34
H -6.6827 -6.8659 -19.3173 -0.75 0.56 0.47
H -14.3008 -11.6356 -25.4503 -0.52 0.75 -0.68
C -7.1213 -4.5066 -25.9617 -0.41 1.46 -0.41
H -8.2485 -5.2468 -20.5987 1.06 0.18 0.74
O -14.0237 -8.5319 -23.1523 2.03 -0.68 -0.47
O -9.5061 -12.7108 -26.8848 -0.19 0.62 0.55
H -5.5781 -14.2751 -22.4205 -0.63 -0.20 -0.37
H -8.7369 -8.8463 -29.5740 -0.27 -0.06 0.60
C -3.7038 -9.0021 -20.0586 -1.16 -0.51 2.64
S -4.8280 -4.5034 -20.4080 2.38 1.37 3.32
O -13.1770 -10.0955 -24.8377 0.83 1.09 -0.96
H -8.3654 -10.8498 -17.7673 -0.03 -0.09 0.38
S -10.7506 -7.8665 -19.2767 1.38 2.14 -0.37
O -1.6684 -5.8498 -25.1660 0.27 1.18 -0.27
H -1.1101 -12.1669 -21.0697 0.41 -0.33 0.47
H -6.9680 -2.9774 -24.2639 0.42 -0.59 -2.40
H -8.8593 -6.9428 -24.5171 0.35 -0.58 0.72
H -6.8222 -5.3115 -25.3075 0.48 -0.14 -0.04
H -2.3058 -8.6476 -24.8567 -0.21 0.06 -0.08
O -4.0231 -10.4082 -20.2985 -1.17 0.25 -0.79
H -6.0642 -9.6401 -21.3527 0.05 0.19 -0.01
S -9.2831 -5.5846 -26.9011 -0.94 0.82 -0.02
C -7.3991 -4.9316 -19.9218 -0.33 -0.19 -0.74
H -11.9251 -9.6481 -18.7400 -0.68 -0.24 -0.30
H -5.6004 -11.5858 -27.6059 0.22 0.42 -0.89
C -12.2830 -7.6770 -24.9698 -1.70 -0.10 0.81
H -13.1335 -7.2122 -25.4467 -0.78 -0.51 -0.07
C -4.6398 -8.2695 -27.8854 -1.42 1.29 -2.03
C -9.8979 -11.3748 -24.6253 0.81 0.44 -0.95
H -4.0407 -9.2206 -17.9371 -0.13 -0.28 0.42
H -8.1155 -11.9575 -21.2231 0.32 0.62 -0.43
H -5.6226 -2.9401 -25.4905 -0.86 -0.09 -0.25
H -10.0310 -12.1908 -23.9818 -0.16 -1.65 0.59
H -8.1319 -6.3625 -22.9677 -0.45 -0.15 0.06
H -9.7927 -5.4227 -29.1345 -0.30 0.13 -0.26
H -6.9530 -12.2342 -26.6892 0.28 0.24 0.06
S -10.4669 -11.8067 -26.2804 2.83 -1.00 0.47
O -11.0560 -7.1278 -18.0788 -0.13 -0.93 -0.16
H -6.7120 -15.4403 -23.2643 0.35 0.17 0.18
O -10.4230 -10.4540 -27.0312 0.30 1.38 -0.81
H -9.8907 -8.8600 -17.0659 -0.29 -0.89 0.39
S -2.9690 -6.3902 -25.0195 -0.19 -2.16 0.29
C -11.9266 -9.0518 -19.6567 -0.88 0.69 1.83
C -9.2185 -4.7952 -28.4689 1.34 -1.09 -0.02
H -14.1749 -12.9844 -23.6285 -0.52 -1.12 -0.52
H -7.9705 -6.1148 -18.2247 -0.90 -0.43 -0.22
H -10.4587 -10.6084 -24.1614 -0.87 0.91 -0.14
H -7.5224 -13.0280 -23.5259 0.03 -0.71 -0.27
S -3.0536 -11.5224 -19.8326 1.02 0.55 -0.32
C -9.6363 -9.1750 -29.0170 -0.30 -0.27 -0.02
O -3.4142 -6.8495 -26.4624 1.21 0.35 -0.04
O -2.5065 -11.0887 -18.6080 1.48 0.70 1.29
H -6.8061 -11.7349 -20.1632 0.49 0.11 0.71
C -7.1150 -5.9489 -18.8471 1.31 -0.10 0.48
O -3.7156 -12.7616 -19.7972 -1.09 -1.31 -0.88
O -7.2091 -9.0490 -24.7849 -0.50 0.18 1.23
H -8.1707 -4.8138 -28.7870 -0.18 0.07 -0.08
H -7.0676 -13.7714 -25.1173 0.00 0.13 -0.06
C -6.7250 -3.0903 -25.4266 0.20 -1.25 2.76
H -4.7789 -8.2588 -25.7933 -0.10 0.09 0.52
C -4.1539 -3.7823 -21.8766 -1.58 1.02 0.20
H -5.4699 -8.4838 -18.8335 0.92 -0.32 0.27
```
Positions in Å, forces in eV/Å.

Entry 2:
Density functional theory data (ωB97M-V/def2-TZVPD) for a 9-piece molecular cluster, C27H72O27S9 overall at a distorted geometry.

calculated total energy = -181955.0574 eV
2S+1 = 1
HOMO energy = -10.3 eV
energy relative to the best compared isomer or geometry (same formula, charge and spin) = 183.0 kcal/mol
SMILES string = CCOS(C)(=O)=O.CCOS(C)(=O)=O.CCOS(C)(=O)=O.CCOS(C)(=O)=O.CCOS(C)(=O)=O.CCOS(C)(=O)=O.CCOS(C)(=O)=O.CCOS(C)(=O)=O.CCOS(C)(=O)=O

XYZ file:
```
135
Properties=species:S:1:pos:R:3:forces:R:3
C -0.4631 3.2937 3.3142 1.43 -0.55 1.37
S -2.2966 1.4586 -4.3360 -1.14 0.13 0.21
H 4.5696 1.6207 2.3432 0.22 0.37 0.87
O -0.4507 3.0884 1.0136 2.89 0.25 -3.58
H -2.1605 4.9337 -0.2322 0.57 0.36 0.49
H -4.3698 0.6959 -5.4804 0.47 -0.16 0.14
H 6.4594 0.2193 0.6804 -1.06 0.90 -0.19
H -5.3163 0.6972 4.9247 -0.39 0.77 0.15
O 8.8376 0.2079 -0.5750 -1.92 0.20 -0.93
H 7.0642 -0.2820 -4.1445 0.29 0.52 0.89
H -1.4151 3.0425 -6.0879 -0.20 0.19 -0.56
C 6.2157 -0.3538 -0.2142 2.30 0.46 -0.21
H 4.2293 -5.9814 -7.7301 -0.23 0.18 -0.40
H 3.5522 0.7369 7.1793 -0.17 -0.19 0.35
S 7.5703 0.1533 -1.3013 0.66 0.53 -1.56
C 1.1257 -4.4161 -5.1635 -0.02 2.17 1.58
C 0.7431 -2.2166 4.0963 -0.57 0.28 0.22
H -5.0736 -3.5075 2.9504 -0.01 -0.12 -0.11
H 5.4618 -2.1718 -3.9584 0.27 0.29 0.04
O 1.0863 -0.4008 8.1957 -1.31 0.07 0.66
S 1.6817 -0.9256 -1.0411 -2.75 -2.65 -1.86
H 2.8887 4.4169 -1.6741 0.06 -0.41 -0.12
S 4.6478 4.0978 -0.0856 -0.47 0.98 0.49
C 3.1025 2.2026 1.0896 -0.70 0.55 -1.31
S 2.0754 -1.0812 7.4527 3.09 -0.38 -0.28
C 7.5037 -1.1839 -3.7183 -1.33 -0.53 0.42
H -1.1919 -0.9495 1.9014 0.48 -0.49 0.05
C 3.3061 -5.5195 -7.3802 0.52 0.39 1.70
H 6.4664 -1.3416 0.1727 -0.52 -0.42 -0.87
O 3.4160 3.6053 1.0223 2.16 1.72 -1.44
O 1.9016 -5.5914 -5.1327 1.62 -0.85 0.54
H -9.2959 -1.9219 4.2279 -0.02 0.08 0.17
C -6.6337 -0.8242 1.8795 -0.42 -1.47 0.21
O 1.8731 -2.3696 -1.2610 0.05 2.23 0.65
H -2.0688 3.3356 1.8922 -0.59 0.44 0.92
H -6.2829 -1.6346 2.5184 -0.87 0.37 0.79
C -1.0776 3.7553 2.0638 -2.52 0.22 0.01
O 4.0459 -6.8051 -5.1005 -0.26 0.30 -0.35
O -4.2301 -0.9831 3.3502 1.04 1.69 -0.01
H -0.3438 -2.0297 5.9522 -1.58 1.17 -0.88
H -6.1633 0.1282 2.1238 -0.65 -0.08 0.58
O 7.1084 1.2845 -2.1596 1.10 -2.61 1.92
H 2.0250 2.1431 0.9359 0.06 -0.16 -0.31
H 3.1478 0.7559 2.7896 -0.42 -0.30 -0.78
C 3.7699 3.7755 -1.6869 1.15 0.29 1.32
H 0.1683 0.5053 -2.3253 -0.11 -0.25 -0.03
H -7.6110 -1.4412 4.4700 0.06 0.36 -0.37
O 4.1309 -4.3322 -5.0545 -0.38 -0.23 -0.48
H 3.6357 -0.3786 5.8634 -0.27 0.19 -0.39
H 5.3761 -0.1633 -0.8826 -0.46 -0.27 1.02
H 3.2106 -4.4571 -7.6046 0.23 -0.13 -0.26
H -0.9533 3.4492 4.2752 -0.52 0.38 -0.34
O -2.3639 0.2187 4.7045 -2.39 0.05 -2.27
H 1.5929 0.0568 -3.2763 0.09 -0.16 0.10
H 3.6452 1.7324 0.2696 -0.32 -0.41 0.33
O 0.4054 -0.7777 0.0246 4.67 1.80 -0.28
H 1.7544 -3.5730 -4.8769 0.61 0.29 -1.50
O -10.4306 -0.0922 2.7082 3.36 -0.25 -0.05
H -5.0553 -1.2827 0.4369 -0.07 -1.04 0.45
C 3.4872 1.7237 2.4205 1.09 -0.81 1.27
H -0.8735 -1.6154 -1.1473 -1.07 -0.77 0.12
C 0.4913 -1.5092 5.4834 -3.06 -1.07 -3.45
C -3.6797 -2.1826 3.8674 0.91 -1.19 1.70
O 1.4058 -1.9982 6.2998 5.83 -0.87 4.30
C -1.6923 3.8152 -5.3708 2.17 -2.25 -0.38
O 4.9050 5.5330 0.0995 -1.26 -2.55 -0.11
H -5.3008 1.9412 3.5023 -0.36 -0.81 -0.12
H -0.8036 5.2600 -4.2545 0.17 0.63 0.06
H -3.5768 -3.4307 2.0103 -0.07 0.67 -0.13
O 1.0657 5.0613 0.2443 -2.45 -2.18 -0.72
C -0.6295 -1.6761 -0.0867 -1.74 0.26 0.87
C 0.8232 -0.3205 -2.6030 1.10 -0.03 1.29
H 2.2996 0.9052 5.9960 -0.17 -0.51 -0.21
C 0.1279 -4.2445 -3.9786 -0.82 -3.20 -0.57
H -1.9987 3.7895 -1.4287 0.72 -0.14 -0.57
C -6.1378 -1.1770 0.5076 -0.04 2.64 -0.85
H 0.4088 4.1447 -4.4553 -0.26 -1.08 -0.74
H -0.2950 2.2184 3.2550 -0.11 -0.10 -0.10
H 0.8141 -3.2989 4.2052 0.18 0.00 0.54
H 3.6239 2.6953 -1.6980 -0.50 0.19 -0.02
C -3.9829 1.6450 -5.1093 0.50 -0.46 1.23
H 1.6447 -1.9059 3.5684 0.01 0.31 0.20
H 0.5255 3.7425 3.4105 0.15 0.07 0.01
H -3.9666 2.3475 -5.9425 0.29 0.10 0.32
H -3.5927 -4.3390 3.4083 -0.05 0.23 0.72
H 6.7784 -2.7277 -5.0594 -0.31 0.31 -0.26
O -2.3139 0.7912 -3.0297 -0.35 2.02 -1.88
H -0.3877 -5.2040 -4.0204 -0.54 -0.31 0.28
C -3.9909 -3.4023 3.0182 0.07 -0.02 -0.54
H -2.5453 -1.6106 1.0738 -0.24 0.32 -0.48
H -4.0594 -2.3686 4.8721 -0.95 0.06 0.04
C 2.9297 0.1659 6.4905 0.61 -0.22 0.23
H -4.2716 2.2495 4.8088 -0.07 -0.35 0.69
S 3.5333 -5.5448 -5.5342 -2.22 -0.26 -0.31
H -1.7607 0.0392 0.7192 -0.61 -0.33 -0.66
H -1.2745 5.4739 -1.6652 0.29 -0.37 -0.04
H -0.7092 -3.5581 -4.1058 0.63 0.56 -0.23
H 8.4839 -1.3133 -4.1772 0.02 -0.17 0.42
C -1.6393 -1.0270 0.9105 0.53 -0.41 -0.23
C -4.7849 1.4259 4.3125 1.47 -0.49 -0.35
H -6.1483 -0.1382 0.1776 -0.46 -0.10 -1.70
H -6.7690 -1.7999 -0.1263 0.32 -0.14 0.33
H -0.1153 5.1910 -5.8497 0.30 -0.11 0.03
S -8.9762 0.0019 2.9583 -0.91 1.53 0.51
H 2.3925 -6.0423 -7.6631 0.31 -0.21 0.24
O -1.4643 0.8697 -5.3372 0.42 0.27 -0.14
H 0.6128 -4.4072 -6.1252 0.03 0.61 0.07
H 3.1413 2.4010 3.2013 0.44 0.38 -0.10
O 0.7689 3.0488 -1.2034 -0.86 0.33 1.19
H 0.4397 -0.4224 5.4188 -0.25 -0.08 0.07
H 0.5321 -4.2833 -2.9671 0.51 0.74 -0.27
H -2.6567 -2.0216 4.2075 0.52 -0.13 -1.11
C -1.4499 4.6282 -1.0002 0.62 -0.61 1.16
O 5.7990 3.2294 0.0046 -1.14 0.00 0.17
C -8.6324 -1.0709 4.3818 -0.34 0.15 -0.29
H -8.8902 -0.5195 5.2860 -0.15 -0.01 -0.16
S 0.1954 3.9641 -0.2367 -0.35 1.79 0.00
O 2.7590 -0.0872 -0.6492 -0.21 0.08 0.35
H -1.1488 4.8352 1.9344 0.41 0.07 0.01
O 7.6480 -1.2249 -2.2067 -0.28 1.60 -1.36
O -8.4273 1.3573 3.1668 -0.45 -2.55 -0.39
C -0.4275 4.5701 -5.0099 -1.19 2.43 0.25
S -3.4033 0.4280 3.6616 0.83 0.93 0.04
H -4.6198 1.9523 -4.2798 -0.07 0.31 -0.23
O 3.1248 -1.8545 8.1256 -2.30 0.79 -1.44
O -1.9451 3.0820 -4.1689 -1.35 -2.53 1.36
C 6.5336 -2.3333 -4.0732 1.68 -0.50 0.48
H 0.3429 -1.2030 -3.0257 -0.12 0.29 0.10
H -2.5774 4.3323 -5.7415 0.26 0.50 0.42
O -8.1360 -0.7660 1.8027 0.40 0.53 0.59
H -0.3445 -2.6680 0.2641 0.03 -0.14 -0.38
O -3.0330 1.0546 2.3931 -0.39 -1.14 1.67
H -0.1023 -2.1187 3.4153 -0.08 0.51 0.03
H 4.4845 4.0191 -2.4730 -0.02 0.21 0.13
H 6.8656 -3.1399 -3.4195 -0.48 -0.27 0.14
```
Positions in Å, forces in eV/Å.